No. 1
The following is a quantum chemistry calculation of a single C18H24N4O5S molecule in a non-equilibrium geometry, from the OMol25 dataset.

The calculation puts the orbital gap at 9.0 eV. For the total energy, the calculation gives -46087.6054 eV. For the HOMO energy, the calculation gives -9.349 eV.

Geometry (Å):
C  -7.153461  -1.611000  1.644920
O  -8.002566  -1.371169  0.541987
C  -8.148762  -0.018104  0.201012
C  -6.984475  0.530161  -0.555032
N  -6.995055  1.060688  -1.730048
N  -5.727470  1.411353  -2.030896
C  -5.005438  1.064836  -1.009679
N  -3.653094  1.227122  -0.914191
C  -2.882374  0.835734  0.164587
O  -3.355874  0.332707  1.153241
C  -1.427203  1.106614  -0.001152
C  -0.786916  1.096159  -1.238633
C  0.575945  1.329710  -1.308588
C  1.290884  1.572472  -0.151752
S  3.054842  1.920234  -0.237786
O  3.235455  3.253580  0.257882
O  3.493960  1.625017  -1.571893
N  3.669552  0.860551  0.878975
C  4.298548  1.395685  2.062369
C  4.065662  -0.476704  0.465180
C  2.945061  -1.152237  -0.322763
C  3.337424  -2.588559  -0.662834
C  4.627678  -2.606176  -1.476317
C  5.749916  -1.918548  -0.705683
C  5.357603  -0.485674  -0.356950
C  0.669929  1.581853  1.082869
C  -0.688297  1.338142  1.159158
O  -5.729331  0.506638  -0.029858
H  -6.124037  -1.294682  1.453782
H  -7.176761  -2.686077  1.809858
H  -7.523169  -1.095444  2.539447
H  -9.021636  0.051163  -0.451643
H  -8.312356  0.594524  1.102451
H  -3.237609  1.695249  -1.706333
H  -1.331601  0.875262  -2.144902
H  1.101294  1.324621  -2.250607
H  4.048593  2.451862  2.115830
H  5.386856  1.296200  2.029232
H  3.920059  0.880009  2.948837
H  4.227769  -1.043929  1.392080
H  2.022753  -1.137769  0.263017
H  2.778437  -0.594623  -1.243776
H  2.532639  -3.063153  -1.227118
H  3.479634  -3.156840  0.259621
H  4.909126  -3.635725  -1.706210
H  4.465338  -2.080481  -2.418925
H  6.663275  -1.913495  -1.302954
H  5.953764  -2.475091  0.212965
H  5.191218  0.091615  -1.266486
H  6.159401  -0.006042  0.208432
H  1.255969  1.776614  1.966306
H  -1.201079  1.325143  2.108950

Force components x, y, z for each atom (eV/Å):
C 0.11 -0.05 0.12
O -0.08 -0.09 -0.19
C 0.09 0.09 0.23
C -0.41 0.13 -0.61
N -1.28 -0.48 0.52
N 1.62 0.31 -0.03
C -0.84 0.09 -0.53
N 0.16 -0.05 0.09
C -0.04 0.05 -0.18
O 0.10 -0.01 0.16
C 0.41 -0.02 0.04
C -0.11 0.04 0.26
C 0.21 0.07 -0.11
C 0.38 0.10 -0.24
S -0.34 -0.07 0.30
O -0.04 -0.08 0.24
O -0.12 -0.19 0.12
N -0.25 0.82 -0.68
C 0.11 0.33 0.30
C -0.08 -0.30 -0.61
C 0.06 -0.44 0.30
C -0.04 0.18 -0.27
C 0.06 -0.20 0.27
C -0.04 0.14 -0.22
C 0.11 -0.18 0.27
C -0.11 0.01 0.05
C -0.03 0.01 -0.08
O 0.25 0.03 0.12
H -0.06 -0.05 0.04
H 0.04 0.03 0.08
H 0.01 -0.02 -0.01
H 0.17 0.14 0.07
H -0.06 -0.09 -0.10
H -0.04 -0.02 0.13
H -0.03 -0.02 -0.09
H 0.00 -0.05 -0.14
H 0.14 -0.02 0.25
H -0.02 0.00 -0.01
H 0.03 0.00 -0.02
H -0.06 0.10 -0.05
H -0.01 0.03 -0.02
H -0.07 -0.08 -0.06
H -0.03 -0.06 0.07
H -0.03 -0.08 0.04
H 0.00 0.01 -0.09
H 0.00 -0.01 -0.12
H 0.06 -0.03 0.07
H 0.07 -0.06 0.03
H 0.05 -0.01 0.01
H 0.02 0.07 -0.01
H 0.00 0.00 0.20
H -0.02 -0.01 0.07


No. 2
The following is a quantum chemistry calculation of a molecular structure, C30H39NO8PS4Y, from the OMol25 dataset.

The calculation puts the orbital gap at 7.8 eV. For the total energy, the calculation gives -103290.0668 eV. For the HOMO energy, the calculation gives -7.668 eV.

Geometry (Å):
Y  0.224762  -0.238729  0.679760
S  -2.323261  -1.084042  -0.132752
C  -1.404676  -1.875274  -1.374127
C  -1.934851  -2.693943  -2.381118
C  -1.080477  -3.231845  -3.318747
C  0.284986  -2.951490  -3.262362
C  0.734429  -2.148308  -2.238525
N  -0.084365  -1.642046  -1.312971
H  -2.999476  -2.878203  -2.412652
H  -1.474187  -3.863351  -4.106173
H  0.974639  -3.344698  -3.995379
H  1.778826  -1.877449  -2.140159
C  1.404554  6.176594  -5.916522
C  2.714035  6.307062  -6.648970
O  2.912995  7.109238  -7.521206
S  4.064146  5.221893  -6.197771
C  3.378612  4.192583  -4.920285
C  3.494146  4.564066  -3.584160
C  2.962520  3.763456  -2.588774
C  2.308188  2.568174  -2.908422
C  2.217291  2.193735  -4.252637
C  2.750311  2.996168  -5.246951
C  1.741011  1.749308  -1.880240
C  1.244702  1.047463  -1.014233
H  1.547971  6.283290  -4.841609
H  0.975652  5.188228  -6.084142
H  0.733432  6.945386  -6.290779
H  4.000768  5.486819  -3.330301
H  3.048409  4.050238  -1.549297
H  1.720261  1.266926  -4.507166
H  2.676753  2.699063  -6.285749
C  1.193234  0.991117  4.587812
S  1.850145  0.926759  2.944533
O  1.731443  -0.499216  2.521177
O  3.186538  1.429771  3.005062
O  0.907547  1.655183  2.064767
H  1.917547  0.523237  5.251446
H  0.249534  0.451044  4.604016
H  1.056102  2.035318  4.861434
C  -6.270923  2.803109  -0.891354
C  -5.261628  2.397797  0.145822
C  -5.305230  1.133062  0.730856
C  -4.362978  0.746117  1.665191
C  -3.364659  1.638421  2.027797
C  -3.294603  2.899980  1.450873
C  -4.245764  3.274586  0.517189
S  -2.062584  1.219571  3.156452
C  -3.039806  0.578609  4.515863
O  -1.372590  -0.016650  2.627412
H  -7.067753  2.066618  -0.979526
H  -5.792328  2.900571  -1.867474
H  -6.718775  3.767312  -0.648353
H  -6.077217  0.435562  0.430542
H  -4.383539  -0.254866  2.077368
H  -2.493687  3.575701  1.727314
H  -4.190951  4.256109  0.061875
H  -3.609895  -0.283809  4.176434
H  -3.700646  1.362155  4.883538
H  -2.339145  0.281230  5.294573
C  2.230044  -2.898053  4.690240
C  0.913740  -3.163245  4.000891
O  1.157062  -3.788808  2.725142
P  0.568723  -3.098394  1.386166
O  1.857500  -2.526714  0.615988
C  3.143422  -3.163128  0.444736
C  4.194934  -2.406133  1.218861
O  0.275976  -4.406846  0.494030
C  -1.041363  -4.985925  0.586366
C  -1.020385  -6.213771  1.466792
H  2.052794  -2.511226  5.695792
H  2.809654  -2.166131  4.127096
H  2.804713  -3.820205  4.779058
H  0.352900  -2.238053  3.849826
H  0.298785  -3.855743  4.578607
H  3.346863  -3.152534  -0.626113
H  3.066280  -4.201840  0.767094
H  4.201805  -1.354953  0.930636
H  5.179922  -2.830095  1.016565
H  3.998850  -2.464603  2.288508
H  -1.332923  -5.225177  -0.435535
H  -1.743506  -4.232159  0.959556
H  -0.321946  -6.952013  1.072250
H  -2.013705  -6.663477  1.509760
H  -0.709636  -5.955489  2.479464

Force components x, y, z for each atom (eV/Å):
Y -0.40 -0.14 0.57
S -0.06 0.06 -0.01
C 0.02 0.09 0.03
C 0.04 -0.05 -0.08
C -0.09 0.00 0.03
C 0.06 0.02 0.01
C -0.04 -0.01 -0.03
N 0.11 -0.09 -0.08
H 0.00 0.01 0.02
H 0.01 0.00 0.00
H 0.00 0.00 0.01
H 0.00 -0.01 0.00
C 0.00 -0.02 -0.03
C -0.06 0.03 0.09
O 0.02 0.00 -0.03
S 0.03 -0.06 0.01
C 0.03 0.05 -0.02
C 0.02 0.00 0.00
C -0.02 -0.04 -0.01
C 0.03 0.07 -0.01
C 0.00 0.02 0.00
C -0.02 -0.04 -0.01
C -0.03 -0.10 0.00
C 0.08 0.14 -0.02
H 0.01 0.01 -0.01
H 0.00 0.00 0.00
H -0.01 0.00 0.01
H 0.00 0.00 0.00
H 0.00 0.00 0.00
H 0.00 0.00 0.01
H 0.00 0.00 0.01
C 0.01 -0.01 -0.02
S -0.27 -0.02 -0.15
O 0.09 -0.04 -0.05
O 0.02 0.03 -0.01
O 0.05 0.13 0.04
H 0.00 -0.01 -0.02
H 0.01 0.01 -0.01
H 0.01 -0.01 -0.03
C 0.01 0.00 -0.01
C 0.00 -0.01 0.02
C -0.01 0.03 -0.03
C 0.02 -0.05 0.03
C 0.04 0.10 -0.01
C 0.01 0.00 0.02
C -0.01 0.00 -0.01
S -0.10 0.01 0.09
C 0.02 0.03 0.00
O 0.28 -0.07 -0.23
H 0.00 0.00 0.00
H -0.01 0.00 0.00
H 0.01 0.00 0.00
H 0.01 0.00 0.01
H -0.01 0.00 -0.03
H -0.01 0.00 -0.01
H -0.01 -0.01 0.00
H 0.02 0.00 -0.01
H 0.02 0.02 -0.02
H -0.01 0.00 0.00
C 0.02 0.03 0.02
C 0.04 -0.01 0.00
O -0.10 -0.05 -0.07
P 0.14 -0.16 -0.04
O 0.14 0.13 -0.02
C -0.03 -0.06 0.02
C -0.01 0.02 0.00
O -0.02 0.05 0.01
C 0.00 0.05 -0.02
C 0.01 -0.02 0.02
H 0.00 0.02 0.00
H -0.04 -0.02 0.06
H 0.01 0.00 0.00
H -0.01 0.02 0.03
H -0.01 0.00 0.00
H 0.00 -0.01 -0.01
H 0.00 0.00 0.02
H 0.00 0.00 0.00
H -0.01 -0.01 0.00
H 0.02 0.01 -0.03
H 0.00 -0.03 0.00
H 0.00 0.00 -0.01
H -0.01 0.00 0.01
H 0.00 0.01 -0.01
H -0.01 -0.01 0.00


No. 3
The following is a quantum chemistry calculation of 2 unconnected molecules or ions with the total composition C3H9N2OS in a non-equilibrium geometry, from the OMol25 dataset.

The calculation puts the orbital gap (spin up / spin down) at 6.2 / 4.6 eV. Its expectation value of S² is 2.010. For the total energy, the calculation gives -19115.5830 eV. Its spin multiplicity is 3. As for the net charge: -1. For the HOMO energy (spin up / spin down), the calculation gives -2.229 / -2.270 eV.

Geometry (Å):
C  -0.348615  0.390952  -1.501170
C  -1.008911  0.314041  0.767579
C  3.269606  -1.068183  0.465512
N  -0.058031  -0.214530  -0.294296
N  3.572536  0.271830  0.702070
O  4.289181  0.845224  -0.205234
S  0.149374  -1.908723  -0.578560
H  -0.555277  1.507551  -1.280699
H  0.448253  0.164112  -2.257312
H  -1.326220  0.006569  -1.984497
H  -2.054375  0.298820  0.340046
H  -1.069862  -0.213498  1.669379
H  -0.535025  1.285639  1.039678
H  2.994256  -1.644459  1.429801
H  2.226076  -1.288991  -0.097227
H  3.996985  -1.667021  -0.129457

Force components x, y, z for each atom (eV/Å):
C -1.42 2.02 -2.03
C 0.91 0.24 -2.53
C -3.11 -3.97 0.33
N -0.23 -0.26 2.56
N 2.45 1.99 -2.52
O -1.63 -0.72 2.23
S -0.31 -0.94 0.56
H 0.68 -1.22 -0.85
H -0.57 0.67 0.67
H 0.83 0.29 0.49
H 0.72 0.65 0.39
H 0.42 -1.42 1.07
H -1.12 -0.12 -0.37
H 0.83 1.14 -1.22
H 1.55 0.84 0.66
H 0.00 0.78 0.57


No. 4
The following is a quantum chemistry calculation of 4 unconnected molecules or ions with the total composition C2H11NO4 in a non-equilibrium geometry, from the OMol25 dataset.

The calculation puts the orbital gap at 10.8 eV. For the total energy, the calculation gives -11930.9224 eV. For the HOMO energy, the calculation gives -10.112 eV.

Geometry (Å):
C  -1.949021  -0.914168  0.490896
N  -0.489938  -0.727197  0.179092
C  0.518187  -1.698547  0.345858
O  1.633129  -1.382148  -0.235275
H  -2.043320  -1.898576  0.681018
H  -2.602079  -0.781973  -0.495317
H  -2.548768  -0.134622  1.068084
H  -0.380818  0.194063  -0.143618
H  0.130180  -2.674831  0.825664
O  0.915302  0.791914  -2.163161
H  1.191950  0.041629  -1.709403
H  1.539389  1.516397  -1.974762
O  2.838268  0.964874  -0.441017
H  3.724066  0.840816  -0.225667
H  2.469509  0.110605  -0.583444
O  -1.987476  1.816022  1.529602
H  -1.634703  2.729213  1.493858
H  -1.323857  1.206522  1.357584

Force components x, y, z for each atom (eV/Å):
C -1.07 3.26 -3.45
N -1.80 -2.42 2.31
C 0.56 3.86 -3.43
O -3.31 -2.79 2.79
H -0.90 -3.14 1.53
H 1.75 -0.41 1.33
H 1.61 -1.48 0.24
H 1.63 0.91 -1.08
H 1.17 1.40 -0.65
O -1.35 2.69 -1.68
H 0.87 -1.96 1.05
H -0.22 -0.84 0.10
O -1.22 2.08 -0.22
H 2.33 -0.32 0.60
H -0.26 -1.32 0.32
O -2.00 2.74 0.54
H -0.06 -1.05 -0.02
H 2.26 -1.21 -0.28